# 1
{
  "formula": "C3H4FNS",
  "method": "the ωB97M-V functional and the def2-TZVPD basis",
  "elements": ["C", "C", "F", "C", "N", "S", "H", "H", "H", "H"],
  "positions_angstrom": [[-0.69416, -1.66217, 0.03740], [-0.58868, -0.38698, -0.04036], [-1.61949, 0.49142, -0.08918], [0.64518, 0.33885, 0.04163], [0.54550, 1.66426, 0.00509], [2.14990, -0.41965, -0.06564], [-1.72426, -2.08933, -0.02996], [0.24350, -2.21385, 0.05772], [1.41800, 2.14711, 0.12676], [-0.37548, 2.13034, -0.04344]],
  "molar_mass_g_mol": 105.137,
  "homo_ha": -0.3153,
  "gap_ev": 8.42,
  "max_force_ev_per_a": 3.1
}

***

# 2
{
  "formula": "C3H4FO2Si",
  "method": "the ωB97M-V functional and the def2-TZVPD basis",
  "elements": ["C", "C", "C", "O", "O", "Si", "F", "H", "H", "H", "H"],
  "positions_angstrom": [[0.29640, -2.01535, -0.30982], [-0.37690, -1.03196, 0.26654], [-1.46820, -0.25108, -0.07519], [-2.65567, -0.43963, 0.04550], [-1.01172, 1.22918, -0.12528], [0.47709, 1.47745, 0.37888], [1.61114, 0.91183, -0.68623], [1.12648, -2.38588, 0.29545], [0.27781, -2.03046, -1.40527], [0.43164, 3.03486, -0.01262], [1.29193, 1.50104, 1.62802]],
  "molar_mass_g_mol": 119.147,
  "homo_ha": -0.1317,
  "gap_ev": 7.77,
  "total_charge": -1,
  "max_force_ev_per_a": 3.7
}

***

# 3
{
  "formula": "C3H4FO3",
  "method": "the ωB97M-V functional and the def2-TZVPD basis",
  "elements": ["C", "C", "O", "F", "C", "O", "O", "H", "H", "H", "H"],
  "positions_angstrom": [[1.32605, 0.32420, 0.11923], [-0.06711, -0.37576, 0.22506], [-0.02056, -1.35549, -0.77833], [-0.32135, -1.05674, 1.44827], [-1.34168, 0.56374, -0.04316], [-2.11427, 0.03692, -0.84061], [-1.36403, 1.62107, 0.59564], [1.76457, 0.68414, 1.08695], [2.05307, -0.31982, -0.26658], [1.09746, 1.12158, -0.43194], [-1.01216, -1.24384, -1.11452]],
  "molar_mass_g_mol": 107.060,
  "homo_ha": -0.1662,
  "gap_ev": 8.77,
  "total_charge": -1,
  "max_force_ev_per_a": 5.2
}

***

# 4
{
  "formula": "C3H4FO3Pr",
  "method": "the ωB97M-V functional and the def2-TZVPD basis",
  "elements": ["F", "O", "C", "C", "O", "O", "C", "Pr", "H", "H", "H", "H"],
  "positions_angstrom": [[1.04534, -1.75963, 1.94585], [-0.78603, 1.28099, 0.04242], [-0.24240, 0.94218, -1.06555], [0.43583, -0.59994, 1.10386], [0.11090, 1.85440, -1.85924], [0.15667, -0.28461, -1.26630], [-0.03887, -1.23035, -0.19902], [-1.09522, 3.73700, -0.82273], [-0.40005, -0.33627, 1.76305], [1.34300, 0.00032, 0.96381], [-1.09801, -1.50216, -0.14428], [0.56884, -2.10191, -0.46186]],
  "molar_mass_g_mol": 247.968,
  "homo_ha": [-0.6554, -0.6556],
  "gap_ev": [3.94, 5.42],
  "total_charge": 2,
  "max_force_ev_per_a": 5.3,
  "multiplicity": 3
}

***

# 5
{
  "formula": "C3H4GaO3",
  "method": "the ωB97M-V functional and the def2-TZVPD basis",
  "elements": ["H", "Ga", "O", "C", "C", "O", "O", "C", "H", "H", "H"],
  "positions_angstrom": [[3.87046, -0.04008, -0.23785], [2.75296, -0.83338, -1.03219], [-0.65569, -1.06374, -2.68049], [0.06059, -1.59764, -1.81830], [0.08652, 1.17461, -1.19376], [1.27903, -1.88617, -1.98757], [-0.19278, -1.04972, -0.56257], [0.39908, 0.17935, -0.30371], [0.72950, 2.04940, -1.30148], [-0.94611, 1.35346, -1.50277], [0.82590, 0.30705, 0.69302]],
  "molar_mass_g_mol": 157.785,
  "homo_ha": -0.5246,
  "gap_ev": 7.10,
  "total_charge": 1,
  "max_force_ev_per_a": 8.5
}

***

# 6
{
  "formula": "C3H4HgO",
  "method": "the ωB97M-V functional and the def2-TZVPD basis",
  "elements": ["C", "C", "C", "H", "H", "H", "H", "O", "Hg"],
  "positions_angstrom": [[-0.36803, -0.64807, 0.29412], [0.87196, 0.20805, 0.42593], [0.72389, -1.34348, 0.28967], [-1.41012, -0.57191, 0.58731], [1.03515, 0.68831, 1.40477], [1.16227, 0.81410, -0.44948], [1.20330, -2.27612, 0.58274], [-1.86048, 0.72923, -1.68388], [-1.35795, 2.39989, -1.45118]],
  "molar_mass_g_mol": 256.654,
  "homo_ha": -0.3357,
  "gap_ev": 7.05,
  "max_force_ev_per_a": 4.4
}

***

# 7
{
  "formula": "C3H4HgO2",
  "method": "the ωB97M-V functional and the def2-TZVPD basis",
  "elements": ["O", "C", "C", "O", "C", "Hg", "H", "H", "H", "H"],
  "positions_angstrom": [[1.30986, 0.48935, -0.75341], [0.80384, 1.24179, 0.23418], [-0.62032, 1.06136, 0.64026], [-0.56174, -3.01228, -0.92953], [-1.37904, -3.57436, -0.38761], [1.15455, -1.34117, -1.84566], [1.26232, 2.22443, 0.47151], [-1.28864, 0.58150, -0.08850], [-1.05763, 1.87105, 1.23684], [0.37681, 0.45832, 1.42192]],
  "molar_mass_g_mol": 272.653,
  "homo_ha": [-0.1860, -0.3282],
  "gap_ev": [5.46, 6.55],
  "max_force_ev_per_a": 2.2,
  "multiplicity": 3
}

***

# 8
{
  "formula": "C3H4HgO4",
  "method": "the ωB97M-V functional and the def2-TZVPD basis",
  "elements": ["O", "C", "C", "O", "O", "C", "Hg", "H", "H", "H", "O", "H"],
  "positions_angstrom": [[0.00902, 1.42795, 0.30397], [-0.72354, 0.90138, -0.63118], [0.95112, 0.45753, 0.78038], [-1.59428, 1.54636, -1.21347], [-0.51676, -0.36853, -0.81314], [0.56917, -0.82009, 0.05454], [-2.97233, 1.46297, -2.36257], [1.96832, 0.80978, 0.59255], [1.33271, -1.29406, -0.56773], [0.70969, 0.14194, 1.88044], [0.08124, -1.67253, 1.12008], [0.18564, -2.59269, 0.85615]],
  "molar_mass_g_mol": 304.651,
  "homo_ha": -0.7119,
  "gap_ev": 5.74,
  "total_charge": 2,
  "max_force_ev_per_a": 6.2
}